(1)
2 unconnected molecules or ions with the total composition C2H2N2O at a distorted geometry, computed with ωB97M-V/def2-TZVPD.

Each line ends with the Löwdin charge.
Geometry (Å):
O  -0.92374  -1.06961  -0.72042  0.044
N  -0.14866  -1.03741  0.38748  0.150
N  2.66719  0.86108  -0.23772  -0.013
C  1.78983  0.18847  -0.00831  -0.144
C  -0.96840  0.02648  0.07398  -0.273
H  -0.61422  0.89326  -0.36127  0.080
H  -1.80199  0.13772  0.86626  0.155

Energy relative to the best compared isomer or geometry (same formula, charge and spin) ... 682.06 kJ/mol
E_LUMO (spin up / spin down) ... -2.84 / -2.01 eV
Spin multiplicity ... 1
Max |F| ... 0.1047 Eh/bohr

***

(2)
A single C2H2N2O molecule at a distorted geometry, computed with ωB97M-V/def2-TZVPD.

Each line ends with the Löwdin charge.
Geometry (Å):
O  0.13424  -0.87475  0.02947  -0.112
N  0.24322  1.64314  -0.43344  0.155
N  -0.80766  1.15930  -0.21682  -0.100
C  1.23115  -0.28103  -0.14508  0.054
C  -1.10263  -0.20068  -0.10057  -0.168
H  -1.69103  -0.47842  0.76460  0.090
H  2.01461  -1.07512  -0.05556  0.081

Energy relative to the best compared isomer or geometry (same formula, charge and spin) ... 524.92 kJ/mol
E_LUMO (spin up / spin down) ... 0.17 / 0.17 eV
Spin multiplicity ... 1
Max |F| ... 0.0285 Eh/bohr

***

(3)
2 unconnected molecules or ions with the total composition C2H2N2O at a distorted geometry, computed with ωB97M-V/def2-TZVPD.

Each line ends with the Löwdin charge.
Geometry (Å):
O  1.79370  -0.67533  0.05656  -0.024
N  -0.01571  0.88440  0.18505  -0.014
N  1.04891  -1.26137  -0.65590  0.084
C  -1.16297  0.22501  0.11333  -0.119
C  -0.43631  0.07319  -1.03710  -0.037
H  -2.02990  0.20364  0.80347  0.121
H  0.80230  0.55047  0.53458  -0.012

Energy relative to the best compared isomer or geometry (same formula, charge and spin) ... 786.26 kJ/mol
E_LUMO (spin up / spin down) ... -0.87 / -0.79 eV
Spin multiplicity ... 1
Max |F| ... 0.1056 Eh/bohr

***

(4)
A molecular structure, C2H2N2O2 at a distorted geometry, computed with ωB97M-V/def2-TZVPD.

Each line ends with the Löwdin charge.
Geometry (Å):
O  -1.03734  -2.10066  -0.83799  0.169
O  -0.67952  0.10907  -1.41606  0.042
N  0.23787  -0.35278  0.74438  0.105
N  0.05973  1.36615  -0.75277  0.142
C  0.46735  0.89537  0.38391  -0.332
C  -0.67016  -0.98228  -0.74577  -0.380
H  0.61689  -0.59893  1.67082  0.115
H  1.00517  1.66407  0.95348  0.139

Energy relative to the best compared isomer or geometry (same formula, charge and spin) ... 277.22 kJ/mol
E_LUMO ... 0.55 eV
Spin multiplicity ... 1
Max |F| ... 0.0427 Eh/bohr

***

(5)
A single C2H2N2O2 molecule at a distorted geometry, computed with ωB97M-V/def2-TZVPD.

Each line ends with the Löwdin charge.
Geometry (Å):
O  -0.55397  1.87354  -0.37629  0.103
O  1.02572  0.36796  0.08192  0.092
N  0.95341  -1.02448  0.35437  0.029
N  -0.32967  -1.44649  0.26231  0.083
C  -0.25704  0.72982  -0.11781  -0.498
C  -0.98932  -0.51352  -0.33128  -0.045
H  1.47739  -1.17723  1.07276  0.071
H  -2.13945  -0.75577  -0.34005  0.164

Energy relative to the best compared isomer or geometry (same formula, charge and spin) ... 339.29 kJ/mol
E_LUMO ... 0.06 eV
Spin multiplicity ... 1
Max |F| ... 0.1412 Eh/bohr

***

(6)
2 unconnected molecules or ions with the total composition C2H2N2O2 at a distorted geometry, computed with ωB97M-V/def2-TZVPD.

Each line ends with the Löwdin charge.
Geometry (Å):
O  1.01510  0.72225  0.83844  0.002
O  -2.96906  -2.04239  0.40434  0.155
N  -0.79870  -1.21095  0.52898  0.201
N  1.14919  1.18403  -0.23688  -0.193
C  -1.90613  -1.63182  0.55540  -0.440
C  1.55807  1.64461  -1.21123  0.174
H  2.11217  2.04426  -1.98650  0.064
H  -0.16063  -0.71000  1.10745  0.038

Energy relative to the best compared isomer or geometry (same formula, charge and spin) ... 342.02 kJ/mol
E_LUMO ... 0.67 eV
Spin multiplicity ... 1
Max |F| ... 0.0602 Eh/bohr